[1]
The following is a quantum chemistry calculation of a 7-piece molecular cluster, C47H53Cl2N2O2P overall in a non-equilibrium geometry, from the OMol25 dataset.

Summary:
Net charge: 0
HOMO-LUMO gap: 9.24 eV
Highest occupied orbital energy: -9.0 eV
Energy: -3344.4256 Ha
F_max: 0.077 hartree/bohr
SMILES: CC[C@@H](Cl)[C@@](C#N)([C@@H](C#N)CCCCO)P(O)Cl.c1ccccc1.c1ccccc1.c1ccccc1.c1ccccc1.c1ccccc1.c1ccccc1
E_LUMO: 0.19 eV

Positions of all 107 atoms, in Å:
C1 1.117 -0.844 0.324
C2 0.888 -0.174 -1.082
C3 0.270 -1.163 -2.148
Cl1 -1.086 -0.255 -2.950
C4 1.349 -1.650 -3.199
C5 2.566 -2.006 -2.356
N1 3.433 -2.347 -1.717
C6 0.843 -2.987 -3.832
C7 -0.303 -2.821 -4.814
N2 -1.022 -2.689 -5.678
C8 1.940 -3.978 -4.347
C9 2.956 -3.415 -5.376
C10 4.260 -4.323 -5.312
C11 4.343 -5.369 -6.467
O1 5.183 -4.885 -7.517
P1 1.779 -0.175 -4.295
O2 3.444 -0.082 -4.110
Cl2 1.544 -0.577 -6.319
H1 2.212 -0.927 0.469
H2 0.675 -1.855 0.383
H3 0.725 -0.205 1.137
H4 0.133 0.617 -0.916
H5 1.790 0.343 -1.458
H6 -0.136 -2.021 -1.582
H7 0.363 -3.544 -2.995
H8 2.464 -4.429 -3.482
H9 1.388 -4.819 -4.818
H10 3.302 -2.389 -5.187
H11 2.561 -3.562 -6.401
H12 4.383 -4.774 -4.312
H13 5.123 -3.637 -5.450
H14 4.864 -6.257 -6.053
H15 3.341 -5.679 -6.826
H16 5.124 -3.921 -7.547
H17 3.675 0.792 -3.765
C12 -1.322 1.029 4.462
C13 -0.509 -0.027 4.074
C14 0.853 0.009 4.340
C15 1.401 1.098 5.005
C16 0.587 2.155 5.397
C17 -0.774 2.122 5.121
H18 -2.384 1.001 4.249
H19 -0.938 -0.880 3.560
H20 1.488 -0.813 4.031
H21 2.463 1.125 5.218
H22 1.015 3.004 5.917
H23 -1.408 2.948 5.421
C18 -0.958 -3.207 -8.752
C19 -0.437 -2.671 -9.923
C20 -0.980 -3.024 -11.152
C21 -2.052 -3.906 -11.209
C22 -2.575 -4.438 -10.037
C23 -2.026 -4.092 -8.809
H24 -0.534 -2.935 -7.795
H25 0.395 -1.978 -9.878
H26 -0.570 -2.612 -12.066
H27 -2.479 -4.178 -12.166
H28 -3.413 -5.125 -10.081
H29 -2.430 -4.511 -7.896
C24 3.101 4.952 4.593
C25 3.914 3.895 4.205
C26 5.277 3.931 4.473
C27 5.825 5.021 5.137
C28 5.012 6.076 5.528
C29 3.651 6.044 5.252
H30 2.039 4.925 4.381
H31 3.485 3.042 3.693
H32 5.912 3.109 4.164
H33 6.887 5.047 5.350
H34 5.439 6.926 6.048
H35 3.017 6.870 5.553
C30 -6.060 -0.394 2.071
C31 -4.965 -0.342 2.919
C32 -5.145 -0.384 4.293
C33 -6.425 -0.487 4.823
C34 -7.524 -0.542 3.973
C35 -7.342 -0.491 2.595
H36 -5.913 -0.357 0.999
H37 -3.965 -0.269 2.507
H38 -4.286 -0.339 4.951
H39 -6.566 -0.525 5.896
H40 -8.523 -0.624 4.385
H41 -8.198 -0.530 1.932
C36 2.439 9.039 7.981
C37 1.668 10.080 8.483
C38 0.886 9.882 9.613
C39 0.883 8.646 10.248
C40 1.656 7.607 9.748
C41 2.431 7.802 8.612
H42 3.047 9.193 7.097
H43 1.676 11.045 7.992
H44 0.280 10.692 10.001
H45 0.276 8.494 11.132
H46 1.655 6.644 10.244
H47 3.031 6.989 8.219
C42 -3.944 -2.663 -1.803
C43 -4.510 -2.636 -0.537
C44 -5.272 -3.708 -0.092
C45 -5.460 -4.813 -0.913
C46 -4.890 -4.841 -2.180
C47 -4.135 -3.764 -2.628
H48 -3.353 -1.823 -2.147
H49 -4.357 -1.777 0.105
H50 -5.719 -3.683 0.895
H51 -6.050 -5.652 -0.565
H52 -5.035 -5.704 -2.820
H53 -3.694 -3.783 -3.618

***

[2]
The following is a quantum chemistry calculation of one molecule with the formula C4H4F2S in a non-equilibrium geometry, from the OMol25 dataset.

Summary:
Net charge: 0
HOMO-LUMO gap: 9.74 eV
Energy relative to the best compared isomer or geometry (same formula, charge and spin): 23.6 kJ/mol
Highest occupied orbital energy: -8.9 eV
Energy: -752.7174 Ha
F_max: 0.052 hartree/bohr
SMILES: FC1(F)C=CSC1
E_LUMO: 0.79 eV

Positions of all 11 atoms, in Å:
C1 0.849 -0.031 -0.014
C2 -0.097 -1.068 -0.501
C3 -1.106 1.252 -0.029
C4 0.236 1.280 -0.139
H1 0.108 -2.020 -0.051
H2 0.031 -1.117 -1.633
H3 -1.869 1.999 -0.064
H4 0.884 2.167 -0.148
F1 2.091 -0.027 -0.656
F2 1.171 -0.294 1.256
S1 -1.737 -0.421 0.037

***

[3]
The following is a quantum chemistry calculation of C30H22ClIN3O4W as an isolated structure in a non-equilibrium geometry, from the OMol25 dataset.

Summary:
Net charge: +3
HOMO-LUMO gap: 5.03 eV
Energy relative to the best compared isomer or geometry (same formula, charge and spin): 118.2 kJ/mol
Highest occupied orbital energy: -16.7 eV
Energy: -2445.6220 Ha
F_max: 0.046 hartree/bohr
E_LUMO: -11.64 eV

Positions of all 62 atoms, in Å:
W1 -0.630 -0.007 -0.241
C1 0.116 -2.412 -0.438
C2 -1.261 -2.402 -0.101
C3 -1.650 -2.080 1.221
C4 -0.667 -1.872 2.202
C5 0.688 -1.827 1.858
C6 1.079 -2.051 0.529
H1 0.444 -2.893 -1.363
H2 -1.994 -2.847 -0.782
H3 -2.691 -2.196 1.525
H4 -0.960 -1.817 3.244
H5 1.446 -1.723 2.627
H6 2.138 -2.138 0.292
C7 -0.460 -1.374 -4.218
O1 0.500 -0.454 -4.697
C8 1.398 0.139 -3.904
C9 2.526 0.675 -4.563
C10 3.525 1.342 -3.879
C11 3.449 1.503 -2.507
C12 2.342 0.999 -1.802
C13 2.248 1.203 -0.397
N1 1.195 0.835 0.310
N2 1.207 1.196 1.638
C14 0.037 1.098 2.209
O2 -0.982 0.638 1.443
C15 -0.160 1.485 3.573
C16 0.906 2.043 4.311
C17 0.697 2.449 5.609
C18 -0.558 2.290 6.198
C19 -1.615 1.726 5.479
C20 -1.424 1.326 4.176
C21 1.308 0.312 -2.515
O3 0.255 -0.153 -1.786
H7 -1.084 -1.608 -5.079
H8 -1.081 -0.968 -3.405
H9 0.028 -2.293 -3.885
H10 2.579 0.512 -5.630
H11 4.382 1.722 -4.412
H12 4.236 2.013 -1.975
H13 3.062 1.706 0.122
H14 1.867 2.156 3.835
H15 1.501 2.897 6.175
H16 -0.708 2.603 7.221
H17 -2.581 1.603 5.947
H18 -2.227 0.896 3.593
Cl1 -3.418 4.136 -4.979
C22 -3.068 2.891 -3.871
C23 -3.665 1.650 -4.019
C24 -3.451 0.614 -3.104
I1 -4.384 -1.255 -3.275
C25 -2.556 0.794 -2.057
O4 -2.255 -0.118 -1.096
C26 -1.879 2.023 -1.929
N3 -0.992 2.083 -0.878
C27 -0.455 3.280 -0.600
C28 -0.731 4.419 -1.349
C29 -1.567 4.346 -2.451
C30 -2.170 3.125 -2.779
H19 -4.332 1.489 -4.855
H20 0.218 3.340 0.251
H21 -0.275 5.356 -1.070
H22 -1.764 5.219 -3.054